Entry 1:
{"formula": "C2H5N", "method": "ωB97M-V/def2-TZVPD", "species": ["C", "C", "H", "H", "H", "H", "H", "N"], "coordinates": [[0.82, -0.22, -0.09], [-0.66, -0.32, -0.08], [1.41, -0.61, -0.93], [1.28, -0.34, 0.93], [-1.33, -0.33, 0.75], [-1.37, -0.64, -0.93], [-0.17, 1.42, 0.64], [0.02, 1.04, -0.30]], "smiles": "C1CN1"}

---

Entry 2:
{"formula": "C37H35BrF4N4O2P2S3Zn", "method": "ωB97M-V/def2-TZVPD", "species": ["Zn", "F", "C", "C", "F", "C", "F", "C", "P", "C", "C", "C", "C", "C", "C", "C", "C", "C", "C", "C", "C", "C", "Br", "C", "F", "H", "H", "H", "H", "H", "H", "H", "H", "H", "H", "S", "C", "N", "N", "C", "C", "C", "C", "C", "C", "N", "N", "C", "C", "C", "C", "C", "C", "H", "H", "H", "H", "H", "H", "H", "H", "H", "H", "H", "C", "C", "C", "O", "P", "S", "S", "O", "C", "C", "C", "H", "H", "H", "H", "H", "H", "H", "H", "H", "H", "H", "H", "H", "H"], "coordinates": [[0.08, 0.26, -0.50], [5.44, 1.49, 4.48], [4.42, 1.08, 3.70], [3.83, -0.11, 3.98], [4.33, -0.82, 5.01], [2.74, -0.73, 3.31], [2.41, -1.91, 3.86], [1.96, -0.32, 2.28], [0.69, -1.40, 1.46], [1.79, -2.65, 0.70], [2.45, -3.61, 1.35], [3.27, -4.57, 0.65], [3.42, -4.54, -0.67], [2.76, -3.52, -1.53], [1.83, -2.54, -0.80], [-0.13, -2.17, 2.90], [-0.34, -3.54, 3.05], [-1.01, -4.01, 4.16], [-1.53, -3.13, 5.09], [-1.39, -1.76, 4.91], [-0.69, -1.29, 3.82], [3.20, 1.83, 1.62], [3.15, 3.13, 0.26], [4.12, 1.95, 2.60], [4.91, 3.04, 2.55], [2.37, -3.72, 2.42], [3.75, -5.33, 1.25], [4.03, -5.27, -1.18], [2.27, -4.01, -2.37], [0.80, -2.58, -1.16], [0.04, -4.23, 2.30], [-1.14, -5.08, 4.30], [-2.05, -3.50, 5.96], [-1.82, -1.07, 5.62], [-0.58, -0.22, 3.66], [-0.51, 1.91, 1.02], [0.94, 1.67, 1.90], [1.22, 2.18, 3.05], [0.36, 2.94, 3.69], [0.67, 3.57, 4.88], [-0.35, 4.21, 5.57], [-0.09, 4.83, 6.77], [1.19, 4.83, 7.29], [2.22, 4.21, 6.59], [1.97, 3.58, 5.39], [2.12, 0.87, 1.44], [2.06, 0.40, 0.12], [3.10, -0.39, -0.34], [4.39, -0.41, 0.06], [5.34, -1.33, -0.52], [5.01, -2.23, -1.46], [3.63, -2.32, -2.01], [2.62, -1.35, -1.39], [-0.54, 3.14, 3.25], [-1.35, 4.20, 5.15], [-0.89, 5.32, 7.30], [1.39, 5.31, 8.24], [3.23, 4.23, 6.99], [2.77, 3.11, 4.84], [4.78, 0.25, 0.81], [6.36, -1.25, -0.17], [5.74, -2.91, -1.87], [3.68, -2.25, -3.10], [2.04, -0.80, -2.13], [-1.93, -4.14, -2.22], [-3.05, -3.39, -2.93], [-4.01, -2.74, -1.95], [-2.51, -2.46, -3.88], [-2.13, -0.92, -3.66], [-3.59, 0.34, -3.35], [-0.56, -1.07, -2.29], [-1.48, -0.57, -5.05], [-0.57, -1.25, -5.93], [0.64, -1.82, -5.22], [-1.31, -2.31, -6.74], [-2.32, -5.02, -1.72], [-1.45, -3.50, -1.47], [-1.17, -4.45, -2.94], [-3.60, -4.10, -3.57], [-3.47, -1.98, -1.37], [-4.41, -3.49, -1.27], [-4.82, -2.25, -2.48], [-0.25, -0.44, -6.61], [0.34, -2.62, -4.54], [1.14, -1.05, -4.64], [1.34, -2.22, -5.95], [-1.63, -3.12, -6.08], [-0.65, -2.71, -7.51], [-2.19, -1.87, -7.21]]}

---

Entry 3:
{"formula": "C23H26BrN2O3PdS4", "method": "ωB97M-V/def2-TZVPD", "species": ["Pd", "C", "C", "C", "C", "C", "C", "C", "Br", "C", "O", "C", "C", "C", "C", "C", "C", "H", "H", "H", "H", "H", "H", "H", "H", "H", "H", "H", "H", "H", "H", "H", "H", "H", "H", "H", "H", "O", "C", "S", "C", "C", "S", "S", "S", "N", "C", "O", "C", "C", "C", "N", "C", "C", "H", "H", "H", "H", "H", "H"], "coordinates": [[0.84, 0.33, 0.38], [5.05, -5.73, -1.81], [5.37, -4.84, -0.60], [5.64, -5.73, 0.63], [6.63, -4.04, -0.90], [4.17, -3.94, -0.31], [4.26, -2.56, -0.32], [3.10, -1.84, -0.06], [3.24, 0.09, -0.05], [1.86, -2.36, 0.23], [0.78, -1.62, 0.47], [1.78, -3.78, 0.27], [2.93, -4.50, -0.01], [0.46, -4.48, 0.63], [0.60, -6.00, 0.60], [-0.64, -4.10, -0.37], [0.03, -4.07, 2.05], [5.90, -6.38, -2.02], [4.86, -5.12, -2.69], [4.18, -6.36, -1.63], [6.49, -6.38, 0.43], [4.79, -6.36, 0.87], [5.87, -5.12, 1.50], [7.46, -4.72, -1.10], [6.92, -3.41, -0.06], [6.51, -3.40, -1.78], [5.18, -2.04, -0.54], [2.86, -5.58, 0.02], [0.86, -6.37, -0.39], [-0.36, -6.45, 0.87], [1.34, -6.36, 1.32], [-0.33, -4.32, -1.40], [-0.86, -3.04, -0.30], [-1.55, -4.67, -0.16], [0.78, -4.38, 2.78], [-0.91, -4.57, 2.30], [-0.11, -3.00, 2.13], [-5.16, -2.67, -1.25], [-4.16, -2.05, -1.13], [-2.88, -1.92, -2.36], [-1.83, -0.84, -1.49], [-2.24, -0.56, -0.07], [-1.38, 0.24, 1.06], [-3.80, -1.12, 0.38], [-0.56, -0.19, -2.24], [0.58, 7.37, -0.53], [1.10, 6.65, 0.49], [1.66, 7.14, 1.45], [0.98, 5.15, 0.40], [0.84, 4.45, -0.80], [0.78, 3.07, -0.77], [0.86, 2.38, 0.38], [1.01, 3.05, 1.53], [1.08, 4.43, 1.58], [0.61, 8.37, -0.45], [-0.06, 6.97, -1.19], [0.80, 4.96, -1.75], [0.68, 2.49, -1.67], [1.08, 2.45, 2.43], [1.22, 4.95, 2.51]], "total_charge": 1}

---

Entry 4:
{"formula": "C3H7N3O2", "method": "ωB97M-V/def2-TZVPD", "species": ["C", "N", "C", "C", "N", "N", "O", "O", "H", "H", "H", "H", "H", "H", "H"], "coordinates": [[1.97, 0.08, 0.46], [0.63, -0.13, -0.05], [0.32, -0.11, -1.34], [-0.98, -0.45, 0.56], [-1.43, 0.70, 1.20], [-1.18, -0.31, -1.21], [0.86, 0.22, -2.37], [-1.24, -1.57, 0.94], [-0.90, 1.54, 1.02], [-1.78, 0.49, 2.12], [-1.48, -1.25, -1.46], [-1.74, 0.40, -1.66], [2.29, -0.82, 0.98], [2.67, 0.28, -0.36], [1.98, 0.91, 1.17]], "smiles": "CN1C(=O)[NH2+][C@@]1(N)[O-]"}

---

Asked for DFT total energy across the records above, the calculation gives -3643.276; -229402.599; -150253.855; -11789.074 eV in order.
Asked for relative energy (zero: lowest compared OMol25 entry of this formula, charge and spin) across the records above, the calculation gives 1.238; 6.135; 0.000; 2.240 eV in order.